1.
C2H2Cl3NO3S | ωB97M-V/def2-TZVPD

Charge = 0
E_tot = -2136.635219 Ha
Multiplicity = 1
Frontier orbital gap = 9.138 eV
Relative energy (zero: lowest compared OMol25 entry of this formula, charge and spin) = 0.0 kcal/mol
HOMO = -10.295 eV

Each line ends with the Mulliken charge.
Positions of all 12 atoms, in Å:
C1 0.831 1.134 -0.282  0.493
C2 0.442 2.395 0.278  0.490
N1 0.228 0.023 0.144  -0.327
O1 1.827 1.065 -1.038  -0.479
O2 -0.500 2.676 0.930  -0.409
O3 3.802 0.061 1.077  -0.368
S1 4.570 -0.903 0.287  0.605
Cl1 4.446 -0.059 -1.613  -0.076
Cl2 1.630 3.688 -0.118  -0.148
Cl3 3.043 -2.394 -0.083  -0.187
H1 -0.284 -0.036 0.937  0.203
H2 0.541 -0.874 -0.222  0.202

2.
C39H68BrClF9N5O11S2 | ωB97M-V/def2-TZVPD

Charge = 0
E_tot = -7357.311877 Ha
Multiplicity = 1
SMILES = CCCCCCCCCC[C@]1(CCCS)[C@@](Br)(S(=O)(=O)C(F)(F)C(F)(F)C(F)(F)C(F)(F)F)C(=O)O[C@@]1(Cl)CCC(=O)O.CN(C)C=O.CN(C)C=O.CN(C)C=O.CN(C)C=O.CN(C)C=O
Frontier orbital gap = 7.661 eV
HOMO = -8.642 eV

Each line ends with the Mulliken charge.
Positions of all 136 atoms, in Å:
C1 -0.537 9.261 -0.533  -0.818
C2 0.924 8.833 -0.019  -0.115
C3 2.136 9.259 -0.985  -0.565
C4 1.800 9.209 -2.552  -0.987
C5 1.301 7.773 -3.081  0.470
C6 2.470 6.816 -3.621  -0.631
C7 2.161 5.248 -3.480  -0.409
C8 0.983 4.765 -4.493  -0.846
C9 -0.477 4.929 -3.756  1.011
C10 -1.054 3.438 -3.636  -1.591
C11 -2.283 3.213 -2.648  2.583
C12 -2.319 1.668 -2.104  0.203
C13 -1.668 0.592 -3.101  -0.587
C14 -0.156 0.151 -2.671  -0.600
S1 -0.148 -1.226 -1.422  -0.224
C15 -2.075 3.997 -1.228  -0.250
Cl1 -2.440 5.823 -1.160  -0.056
C16 -0.666 3.932 -0.486  0.062
C17 -0.725 3.182 0.953  -0.705
C18 -1.576 3.979 2.047  0.616
O1 -1.474 5.218 2.260  -0.571
O2 -2.487 3.200 2.831  -0.495
O3 -3.287 3.501 -0.546  -0.302
C19 -4.308 3.848 -1.533  0.076
O4 -5.376 4.250 -1.065  -0.532
C20 -3.782 3.694 -3.086  -0.542
Br1 -3.894 5.341 -4.241  0.070
S2 -4.949 2.487 -3.844  1.517
O5 -5.716 1.803 -2.717  -0.659
O6 -4.275 1.337 -4.588  -0.687
C21 -6.225 3.108 -5.033  0.211
F1 -6.922 1.918 -5.465  -0.250
F2 -5.696 3.607 -6.276  -0.280
C22 -7.360 4.088 -4.496  0.779
F3 -7.680 4.958 -5.604  -0.300
F4 -7.019 4.942 -3.431  -0.246
C23 -8.763 3.397 -4.101  0.463
F5 -9.548 3.044 -5.249  -0.274
F6 -8.608 2.288 -3.206  -0.223
C24 -9.716 4.431 -3.268  0.603
F7 -9.398 4.467 -1.891  -0.204
F8 -9.829 5.695 -3.869  -0.218
F9 -11.027 3.845 -3.336  -0.265
H1 -1.294 8.687 0.127  0.219
H2 -0.779 10.374 -0.379  0.309
H3 -0.751 8.909 -1.612  0.198
H4 0.925 7.674 0.019  -0.096
H5 1.071 9.162 1.076  0.410
H6 2.394 10.356 -0.723  0.325
H7 3.027 8.561 -0.807  0.270
H8 2.678 9.608 -3.193  0.364
H9 0.931 9.953 -2.738  0.346
H10 0.612 7.992 -3.987  0.176
H11 0.641 7.315 -2.268  -0.369
H12 3.402 7.034 -2.969  0.285
H13 2.707 7.018 -4.723  0.292
H14 1.878 5.065 -2.370  0.074
H15 3.128 4.629 -3.636  0.378
H16 1.023 5.282 -5.508  0.455
H17 1.199 3.641 -4.679  0.322
H18 -0.205 5.406 -2.741  -0.862
H19 -1.059 5.626 -4.442  0.309
H20 -0.159 2.828 -3.222  -0.059
H21 -1.246 2.984 -4.683  0.347
H22 -1.734 1.547 -1.112  -1.033
H23 -3.375 1.306 -1.863  0.685
H24 -2.292 -0.376 -2.979  0.430
H25 -1.749 0.856 -4.215  0.362
H26 0.420 1.035 -2.195  0.059
H27 0.346 -0.230 -3.628  0.290
H28 -0.023 -0.554 -0.193  0.138
H29 0.178 3.450 -1.106  0.092
H30 -0.298 5.002 -0.252  0.027
H31 -1.086 2.101 0.872  0.264
H32 0.361 3.147 1.345  0.350
H33 -2.371 2.241 2.610  0.359
C25 0.404 -4.426 0.911  -0.058
O7 0.816 -3.421 0.359  -0.535
N1 -0.817 -4.553 1.501  0.250
C26 -1.237 -5.782 2.142  -0.988
C27 -1.725 -3.421 1.487  -0.994
H34 1.014 -5.342 0.976  0.333
H35 -2.140 -6.151 1.648  0.341
H36 -1.451 -5.579 3.194  0.341
H37 -0.458 -6.543 2.078  0.308
H38 -1.933 -3.143 0.450  0.358
H39 -1.249 -2.574 1.988  0.289
H40 -2.658 -3.671 1.995  0.341
C28 4.796 -0.872 -1.957  0.096
O8 4.014 -0.689 -2.872  -0.576
N2 4.765 -1.927 -1.092  0.172
C29 5.733 -2.074 -0.026  -0.920
C30 3.730 -2.933 -1.245  -0.768
H41 5.619 -0.169 -1.752  0.280
H42 6.272 -3.016 -0.161  0.329
H43 5.207 -2.088 0.933  0.314
H44 6.448 -1.249 -0.030  0.298
H45 3.810 -3.378 -2.240  0.308
H46 2.752 -2.456 -1.152  0.182
H47 3.834 -3.709 -0.486  0.350
C31 0.296 -0.808 4.532  0.072
O9 -0.480 -0.627 3.609  -0.600
N3 0.256 -1.858 5.401  0.176
C32 1.216 -2.003 6.476  -0.879
C33 -0.781 -2.860 5.246  -0.797
H48 1.120 -0.107 4.739  0.304
H49 1.753 -2.947 6.349  0.275
H50 0.684 -2.010 7.431  0.338
H51 1.934 -1.181 6.473  0.294
H52 -0.695 -3.310 4.254  0.082
H53 -1.758 -2.378 5.330  0.322
H54 -0.685 -3.633 6.009  0.390
C34 1.602 -6.595 4.333  0.125
O10 0.491 -6.653 4.829  -0.632
N4 2.524 -7.599 4.345  0.180
C35 3.827 -7.452 3.732  -0.891
C36 2.190 -8.855 4.993  -0.916
H55 1.957 -5.688 3.817  0.300
H56 3.942 -8.211 2.953  0.317
H57 4.597 -7.590 4.495  0.328
H58 3.940 -6.462 3.285  0.299
H59 1.307 -9.281 4.511  0.288
H60 1.959 -8.664 6.043  0.296
H61 3.021 -9.557 4.921  0.311
C37 3.902 -12.026 4.174  0.147
O11 3.293 -11.543 5.112  -0.647
N5 5.150 -12.570 4.242  0.107
C38 5.811 -13.126 3.079  -0.913
C39 5.838 -12.593 5.519  -0.924
H62 3.471 -12.059 3.161  0.329
H63 6.029 -14.181 3.264  0.340
H64 6.745 -12.585 2.906  0.341
H65 5.180 -13.042 2.193  0.291
H66 5.239 -13.156 6.238  0.295
H67 5.951 -11.568 5.883  0.272
H68 6.820 -13.056 5.416  0.384

3.
C8H15N5 | ωB97M-V/def2-TZVPD

Charge = 0
E_tot = -587.352356 Ha
Multiplicity = 3
⟨S²⟩ = 2.014
Frontier orbital gap (alpha / beta) = 7.600 / 6.799 eV
Relative energy (zero: lowest compared OMol25 entry of this formula, charge and spin) = 0.0 kcal/mol
HOMO (alpha / beta) = -6.803 / -8.784 eV

Each line ends with the Mulliken spin population.
Positions of all 28 atoms, in Å:
C1 2.491 -2.130 -0.645  -0.092
C2 1.850 -0.980 -0.272  0.968
C3 -2.908 -0.492 -0.334  0.001
C4 -2.239 -1.154 0.874  0.070
C5 -1.927 0.476 -1.015  0.040
C6 -0.850 -1.721 0.493  0.005
C7 3.553 2.184 -0.287  -0.003
C8 2.631 1.261 0.498  0.000
N1 3.807 -1.878 -0.529  0.047
N2 3.983 -0.672 -0.112  0.022
N3 2.794 -0.095 0.056  -0.034
N4 -0.667 -0.207 -1.283  0.074
N5 -0.178 -0.587 -0.055  0.879
H1 2.109 -3.074 -0.973  -0.004
H2 -3.209 -1.260 -1.053  -0.001
H3 -3.803 0.045 -0.019  0.006
H4 -2.090 -0.406 1.655  0.002
H5 -2.865 -1.954 1.270  -0.002
H6 -2.327 0.860 -1.955  0.001
H7 -1.702 1.313 -0.349  0.006
H8 -0.327 -2.069 1.384  -0.007
H9 -0.965 -2.557 -0.218  0.021
H10 3.443 3.206 0.061  0.000
H11 3.319 2.147 -1.349  0.000
H12 4.584 1.868 -0.150  0.000
H13 1.578 1.513 0.355  -0.005
H14 2.875 1.315 1.565  -0.001
H15 -0.844 -1.009 -1.904  0.006

4.
C39H48N4P3PdS2 | ωB97M-V/def2-TZVPD

Charge = +1
E_tot = -3682.037544 Ha
Multiplicity = 3
⟨S²⟩ = 2.012
Frontier orbital gap (alpha / beta) = 8.036 / 4.965 eV
Relative energy (zero: lowest compared OMol25 entry of this formula, charge and spin) = 30.8 kcal/mol
HOMO (alpha / beta) = -10.393 / -10.390 eV

Each line ends with the Mulliken spin population.
Positions of all 97 atoms, in Å:
Pd1 1.454 -0.416 0.223  1.027
C1 6.051 -1.569 -1.670  0.008
C2 4.524 -1.513 -1.641  -0.001
C3 3.956 -0.772 -2.856  0.000
P1 3.795 -0.889 -0.043  0.140
C4 4.798 0.556 0.578  0.007
C5 4.008 1.249 1.699  0.011
C6 5.104 1.568 -0.530  0.004
C7 4.232 -2.322 1.063  -0.001
C8 4.358 -1.967 2.542  0.006
C9 3.162 -3.405 0.864  0.012
H1 6.374 -2.186 -2.509  0.001
H2 6.475 -2.000 -0.763  0.000
H3 6.488 -0.582 -1.805  -0.001
H4 4.153 -2.543 -1.671  0.002
H5 4.493 0.160 -3.034  0.000
H6 2.906 -0.525 -2.710  0.004
H7 4.040 -1.390 -3.752  0.002
H8 5.734 0.158 0.978  0.002
H9 2.966 1.392 1.407  -0.013
H10 4.433 2.233 1.903  0.000
H11 4.033 0.687 2.632  0.001
H12 4.182 1.905 -1.006  0.001
H13 5.754 1.157 -1.297  0.000
H14 5.606 2.435 -0.098  0.000
H15 5.196 -2.695 0.709  -0.003
H16 3.465 -1.455 2.901  -0.003
H17 5.227 -1.342 2.744  0.000
H18 4.468 -2.879 3.129  0.000
H19 2.201 -3.051 1.242  0.001
H20 3.434 -4.310 1.406  0.001
H21 3.033 -3.669 -0.188  -0.004
C10 -2.407 -1.477 -0.066  0.029
P2 -0.956 -0.358 -0.344  0.164
C11 -0.909 -0.530 -2.164  -0.014
C12 0.127 -1.308 -2.687  0.053
C13 0.231 -1.522 -4.052  0.007
C14 -0.700 -0.954 -4.909  0.001
C15 -1.753 -0.212 -4.396  0.000
C16 -1.868 -0.012 -3.029  -0.005
C17 -1.551 1.288 0.167  0.016
C18 -1.537 1.498 1.550  -0.018
C19 -1.953 2.708 2.082  -0.001
C20 -2.396 3.716 1.238  0.006
C21 -2.394 3.520 -0.134  -0.001
C22 -1.954 2.320 -0.674  0.015
P3 -3.447 -1.240 1.472  0.003
C23 -4.335 -2.848 1.402  0.001
C24 -5.726 -2.934 1.415  0.000
C25 -6.348 -4.175 1.396  0.000
C26 -5.595 -5.337 1.387  0.000
C27 -4.210 -5.261 1.421  0.000
C28 -3.585 -4.025 1.444  0.000
C29 -4.719 -0.095 0.803  -0.001
C30 -5.111 0.975 1.601  0.000
C31 -6.091 1.859 1.171  0.000
C32 -6.695 1.673 -0.063  0.000
C33 -6.323 0.598 -0.859  0.001
C34 -5.344 -0.283 -0.430  0.001
H22 -2.008 -2.492 -0.050  0.009
H23 -3.042 -1.377 -0.946  0.002
H24 0.849 -1.750 -2.006  0.008
H25 1.046 -2.112 -4.449  0.000
H26 -0.602 -1.093 -5.977  0.000
H27 -2.486 0.223 -5.064  0.000
H28 -2.708 0.552 -2.640  0.001
H29 -1.196 0.706 2.203  0.002
H30 -1.937 2.860 3.154  0.000
H31 -2.744 4.654 1.652  -0.001
H32 -2.741 4.307 -0.792  0.000
H33 -1.923 2.195 -1.749  0.001
H34 -6.328 -2.036 1.434  0.000
H35 -7.429 -4.231 1.389  0.000
H36 -6.084 -6.302 1.370  0.000
H37 -3.617 -6.166 1.435  0.000
H38 -2.503 -3.975 1.506  0.000
H39 -4.650 1.107 2.572  0.000
H40 -6.388 2.686 1.802  0.000
H41 -7.468 2.353 -0.397  0.000
H42 -6.808 0.438 -1.814  0.000
H43 -5.094 -1.138 -1.048  -0.001
N1 0.745 -1.001 2.141  0.148
C35 1.071 -0.393 3.117  0.035
N2 1.289 0.197 4.185  0.111
C36 2.346 0.541 4.871  -0.025
N3 3.254 0.864 5.511  0.067
S1 1.485 1.609 -1.525  0.182
C37 1.375 3.133 -0.867  -0.017
N4 1.413 4.244 -1.598  0.013
C38 1.100 5.497 -0.923  0.002
C39 1.475 5.275 0.534  0.000
S2 1.198 3.488 0.823  0.001
H44 1.457 4.188 -2.604  0.000
H45 0.033 5.718 -1.024  0.000
H46 1.673 6.311 -1.363  0.000
H47 0.860 5.842 1.226  0.000
H48 2.528 5.476 0.722  0.000

5.
C20H34Br2N4O7P | ωB97M-V/def2-TZVPD

Charge = +1
E_tot = -7016.969591 Ha
Multiplicity = 1
Frontier orbital gap = 5.182 eV
HOMO = -10.223 eV

Each line ends with the Mulliken charge.
Positions of all 68 atoms, in Å:
C1 -1.666 -5.063 4.216  0.046
C2 -1.949 -4.237 3.353  -1.023
C3 -2.035 -3.284 2.174  0.502
C4 -2.008 -3.764 0.703  0.375
C5 -1.920 -5.341 0.502  -0.612
O1 -3.159 -5.860 1.080  -0.108
N1 -3.117 -7.245 1.092  0.046
O2 -3.288 -7.577 2.216  -0.232
N2 -2.091 -2.945 -0.375  -1.267
N3 -2.191 -1.650 -0.158  1.198
C6 -2.235 -0.829 -1.449  -0.448
O3 -1.864 -1.603 -2.567  -0.360
C7 -0.438 -1.581 -2.800  -0.392
O4 0.346 -1.283 -1.646  0.171
C8 1.288 -2.329 -1.321  -0.060
C9 2.669 -1.579 -0.952  -0.262
O5 3.691 -2.500 -0.510  -0.561
C10 -2.260 -0.926 1.030  0.062
C11 -2.428 0.649 1.134  -0.883
Br1 -4.030 1.161 2.231  0.034
C12 -1.077 1.413 1.618  0.356
C13 -1.224 2.209 2.980  -1.368
Br2 0.524 0.201 1.594  -0.071
C14 -2.162 -1.762 2.320  0.742
P1 -2.159 -1.084 4.078  0.444
O6 -0.546 -1.212 4.591  -0.457
O7 -3.167 -2.047 5.065  -0.528
H1 -1.302 -5.868 4.914  0.402
H2 -1.037 -5.794 1.056  0.346
H3 -1.929 -5.606 -0.600  0.365
H4 -1.695 0.155 -1.347  0.196
H5 -3.344 -0.581 -1.584  0.326
H6 -0.249 -0.736 -3.549  0.139
H7 -0.165 -2.536 -3.335  0.455
H8 0.973 -2.866 -0.363  -0.035
H9 1.544 -3.026 -2.170  0.359
H10 2.963 -1.006 -1.890  0.239
H11 2.511 -0.785 -0.147  -0.021
H12 3.602 -2.494 0.467  0.334
H13 -2.673 1.133 0.132  0.480
H14 -0.818 2.203 0.835  0.326
H15 -1.794 3.178 2.882  0.450
H16 -1.665 1.622 3.835  0.317
H17 -0.161 2.483 3.302  0.348
H18 -0.066 -1.855 4.023  0.361
H19 -3.904 -1.503 5.405  0.334
C15 1.058 1.673 -2.552  -0.583
C16 1.207 3.184 -2.659  -0.898
N4 1.564 3.817 -1.397  0.345
C17 1.394 5.267 -1.405  -0.685
C18 2.268 6.078 -2.360  -1.026
C19 2.779 3.330 -0.754  -0.386
C20 4.081 3.384 -1.556  -1.161
H20 0.364 1.403 -1.750  -0.050
H21 0.663 1.270 -3.487  0.380
H22 2.015 1.181 -2.363  0.139
H23 0.239 3.578 -2.987  0.473
H24 1.925 3.419 -3.454  0.333
H25 1.531 5.652 -0.388  0.344
H26 0.345 5.481 -1.643  0.398
H27 3.301 6.131 -2.017  0.231
H28 1.899 7.106 -2.408  0.407
H29 2.254 5.680 -3.376  0.277
H30 2.612 2.289 -0.454  -0.043
H31 2.928 3.862 0.191  0.483
H32 3.966 2.978 -2.564  0.251
H33 4.844 2.784 -1.052  0.414
H34 4.470 4.398 -1.630  0.285

6.
CH2O | ωB97M-V/def2-TZVPD

Charge = -1
E_tot = -114.473777 Ha
Multiplicity = 2
⟨S²⟩ = 0.754
Frontier orbital gap (alpha / beta) = 5.075 / 7.639 eV
Relative energy (zero: lowest compared OMol25 entry of this formula, charge and spin) = 0.2 kcal/mol
HOMO (alpha / beta) = 0.442 / -2.206 eV

Each line ends with the Mulliken spin population.
Positions of all 4 atoms, in Å:
O1 -0.273 -0.212 0.639  0.280
C1 0.128 0.082 -0.552  0.526
H1 -0.034 1.113 -0.917  0.095
H2 1.101 -0.290 -0.926  0.098

7.
C3H6N2O2S | ωB97M-V/def2-TZVPD

Charge = 0
E_tot = -775.878965 Ha
Multiplicity = 1
Frontier orbital gap = 8.954 eV
Relative energy (zero: lowest compared OMol25 entry of this formula, charge and spin) = 163.9 kcal/mol
HOMO = -9.152 eV

Each line ends with the Mulliken charge.
Positions of all 14 atoms, in Å:
C1 0.901 -1.537 0.076  -1.054
C2 0.910 -0.146 -0.053  0.701
C3 -2.795 0.607 -0.181  0.114
H1 1.940 -1.944 0.182  0.343
H2 0.003 -1.871 0.847  0.295
H3 0.590 -1.750 -1.076  0.343
H4 2.235 0.376 1.348  0.341
H5 0.650 2.074 -0.215  0.422
H6 -3.715 0.048 -0.352  0.287
N1 2.073 0.641 -0.005  -0.311
N2 -0.272 0.399 -0.259  -0.595
O1 1.705 2.052 -0.362  -0.377
O2 -2.682 1.790 0.271  -0.442
S1 -1.542 -0.739 -0.221  -0.067